[1]
Density functional theory data (ωB97M-V/def2-TZVPD) for 2 unconnected molecules or ions with the total composition C3H3N3O in a non-equilibrium geometry.

Last column: Löwdin charge in e.
Element x y z (Å)
N: 2.399 -0.287 0.683  0.162
C: 1.254 -0.455 0.294  -0.174
C: 0.021 -0.713 -0.087  -0.111
C: -1.181 -0.195 0.643  -0.290
O: -1.448 -0.450 1.789  0.061
H: 2.909 0.515 0.314  0.082
H: -0.117 -1.303 -0.989  0.102
H: -1.835 0.481 0.058  0.072
N: -0.553 1.121 -2.241  0.049
N: -1.424 1.684 -1.868  0.046

## Properties
- Highest occupied orbital energy: -0.3513 Eh
- Frontier orbital gap: 10.304 eV
- Total charge: 0
- Relative energy (zero: lowest compared OMol25 entry of this formula, charge and spin): 120.4 kJ/mol
- SMILES string: N=C=CC=O.N#N



[2]
Density functional theory data (ωB97M-V/def2-TZVPD) for a molecular structure, C44H50N6O5SeSiSn in a non-equilibrium geometry.

Last column: Löwdin charge in e.
Element x y z (Å)
Sn: 0.741 -0.286 0.237  1.453
O: 4.633 1.431 2.288  -0.040
C: 3.468 1.050 2.043  -0.530
N: 3.023 0.345 1.019  -0.094
C: 3.978 0.156 -0.051  -0.198
C: 3.540 0.861 -1.311  -0.261
C: 4.385 0.931 -2.421  -0.031
C: 3.983 1.650 -3.526  -0.077
C: 2.753 2.303 -3.500  -0.074
C: 1.959 2.142 -2.385  -0.149
N: 2.341 1.434 -1.319  0.076
C: 2.380 1.494 2.996  -0.200
C: 2.719 1.841 4.303  -0.013
C: 1.744 2.370 5.127  -0.074
C: 0.466 2.554 4.614  -0.070
C: 0.215 2.160 3.310  -0.153
N: 1.147 1.639 2.516  0.080
H: 4.952 0.561 0.244  0.113
H: 4.108 -0.905 -0.278  0.099
H: 5.330 0.407 -2.404  0.115
H: 4.615 1.708 -4.404  0.098
H: 2.413 2.892 -4.341  0.095
H: 0.975 2.595 -2.317  0.094
H: 3.740 1.692 4.625  0.109
H: 1.974 2.635 6.152  0.097
H: -0.319 2.991 5.218  0.095
H: -0.770 2.265 2.863  0.080
C: -1.690 -0.912 3.457  -0.235
O: -1.851 -0.108 2.293  -0.197
C: -2.984 -0.425 1.516  -0.191
C: -2.897 -1.754 0.787  -0.218
O: -1.793 -1.756 -0.104  -0.329
C: -1.773 -2.925 -0.898  -0.105
H: -2.691 -1.135 3.870  0.115
H: -1.145 -0.297 4.175  0.123
H: -1.457 -2.829 2.755  0.016
H: -3.079 0.378 0.778  0.110
H: -3.874 -0.435 2.161  0.126
H: -3.824 -1.874 0.198  0.128
H: -2.852 -2.588 1.498  0.052
H: -2.687 -2.985 -1.508  0.090
H: -1.690 -3.819 -0.274  0.092
H: -0.901 -2.848 -1.545  0.079
Se: -3.372 -4.276 3.823  0.355
N: -0.926 -2.117 3.248  0.021
C: -0.373 -2.659 4.449  -0.220
C: 0.895 -2.211 4.794  -0.048
C: 1.540 -2.609 5.953  -0.128
C: 0.878 -3.474 6.819  -0.142
C: -0.387 -3.924 6.510  -0.071
C: -1.074 -3.560 5.318  -0.389
N: -2.350 -4.025 5.259  -0.513
H: 1.381 -1.558 4.084  0.105
H: 2.543 -2.260 6.170  0.083
H: 1.346 -3.801 7.742  0.081
H: -0.915 -4.591 7.181  0.089
C: -3.227 4.486 -0.783  -0.186
Si: -1.888 4.228 0.539  0.441
C: -0.836 5.804 0.670  -0.196
C: -2.826 4.133 2.200  -0.190
C: -0.875 2.769 0.123  -0.043
H: -3.681 5.478 -0.744  0.020
H: -4.018 3.742 -0.662  0.023
H: -2.805 4.342 -1.780  0.012
H: -1.433 6.686 0.911  0.019
H: -0.304 6.003 -0.263  0.020
H: -0.087 5.681 1.456  0.022
H: -3.594 4.904 2.289  0.022
H: -2.136 4.245 3.040  0.010
H: -3.313 3.160 2.307  0.023
H: 0.190 2.687 0.321  -0.013
H: -1.329 1.879 -0.302  -0.019
C: 0.318 -1.558 -7.224  -0.131
C: 1.521 -1.546 -6.530  -0.109
C: 1.539 -1.260 -5.175  -0.040
C: 0.363 -0.970 -4.468  -0.193
C: -0.845 -1.036 -5.175  -0.034
C: -0.862 -1.314 -6.533  -0.106
C: 0.499 -0.635 -3.041  -0.151
C: -0.351 -0.009 -2.207  -0.202
C: -1.571 0.640 -2.645  -0.288
C: -1.520 1.707 -3.569  -0.065
C: -2.656 2.400 -3.943  -0.118
C: -3.896 2.078 -3.400  -0.142
C: -3.974 1.031 -2.490  -0.103
C: -2.840 0.324 -2.126  -0.052
H: 0.302 -1.762 -8.289  0.083
H: 2.448 -1.768 -7.047  0.090
H: 2.477 -1.259 -4.629  0.099
H: -1.777 -0.872 -4.654  0.107
H: -1.809 -1.352 -7.060  0.091
H: 1.470 -0.925 -2.650  0.044
H: -0.562 1.958 -4.011  0.104
H: -2.588 3.186 -4.688  0.093
H: -4.784 2.633 -3.678  0.086
H: -4.935 0.764 -2.065  0.095
H: -2.917 -0.505 -1.435  0.080
O: 3.438 -2.045 -2.339  -0.003
C: 2.826 -2.804 -1.598  -0.521
C: 3.012 -4.330 -1.663  -0.098
C: 2.223 -4.835 -0.467  -0.094
C: 1.494 -3.578 0.025  -0.540
O: 0.657 -3.598 0.904  0.021
N: 1.918 -2.468 -0.646  0.069
H: 4.074 -4.571 -1.640  0.106
H: 2.608 -4.675 -2.617  0.112
H: 2.864 -5.190 0.341  0.114
H: 1.504 -5.619 -0.698  0.110

## Properties
- Highest occupied orbital energy (spin up / spin down): -0.0523 / -0.0448 Eh
- Frontier orbital gap (spin up / spin down): 5.469 / 4.825 eV
- Total charge: -2
- Relative energy (zero: lowest compared OMol25 entry of this formula, charge and spin): 131.7 kJ/mol



[3]
Density functional theory data (ωB97M-V/def2-TZVPD) for 2 unconnected molecules or ions with the total composition C6H10N2O3 in a non-equilibrium geometry.

Last column: Löwdin charge in e.
Element x y z (Å)
C: -1.311 0.625 1.632  -0.096
C: -1.665 0.101 0.260  -0.253
C: -0.956 -1.154 -0.233  -0.094
C: 0.577 -1.050 -0.224  -0.556
O: 1.266 -0.375 -0.939  0.096
O: 0.992 -1.878 0.674  0.154
H: -1.202 1.704 1.583  0.067
H: -0.374 0.137 1.998  0.082
H: -2.142 0.417 2.349  0.082
H: -2.716 -0.012 0.119  0.091
H: -1.396 0.897 -0.516  0.130
H: -1.087 -1.971 0.250  0.044
H: -1.278 -1.224 -1.317  0.150
H: 1.904 -1.620 0.814  0.084
N: 2.975 1.733 1.432  0.207
C: 3.120 0.931 0.634  -0.159
C: 3.713 -0.159 -0.116  -0.588
N: 4.517 0.452 -1.014  0.172
O: 3.697 -1.313 0.200  0.094
H: 4.420 1.490 -0.986  0.134
H: 5.135 -0.100 -1.669  0.159

## Properties
- Highest occupied orbital energy: -0.3784 Eh
- Frontier orbital gap: 10.933 eV
- Total charge: 0
- Relative energy (zero: lowest compared OMol25 entry of this formula, charge and spin): 190.4 kJ/mol
- SMILES string: CCCC(=O)O.N#CC(N)=O



[4]
Density functional theory data (ωB97M-V/def2-TZVPD) for a molecular structure, C25H18BrN3RhS.

Last column: Löwdin charge in e.
Element x y z (Å)
Rh: 0.514 0.372 -0.749  1.075
C: 3.612 -2.085 -2.300  -0.048
C: 3.885 -2.901 -1.204  -0.030
C: 3.228 -2.713 0.007  -0.005
C: 2.288 -1.703 0.140  -0.169
C: 1.982 -0.911 -0.983  -0.281
C: 2.677 -1.071 -2.185  -0.083
C: 1.528 -1.453 1.380  -0.203
C: 1.756 -2.147 2.582  0.019
C: 0.970 -1.881 3.661  0.029
C: -0.064 -0.927 3.572  -0.141
C: -0.924 -0.624 4.654  -0.016
C: -1.904 0.311 4.510  -0.052
C: -2.067 0.984 3.277  -0.043
C: -1.254 0.714 2.217  -0.009
C: -0.231 -0.251 2.343  -0.177
N: 0.584 -0.533 1.282  0.077
H: 4.130 -2.239 -3.237  0.117
H: 4.624 -3.687 -1.292  0.118
H: 3.457 -3.363 0.841  0.112
H: 2.469 -0.427 -3.029  0.108
H: 2.546 -2.880 2.647  0.113
H: 1.127 -2.404 4.597  0.132
H: -0.788 -1.147 5.593  0.123
H: -2.562 0.542 5.338  0.115
H: -2.850 1.724 3.178  0.115
H: -1.368 1.231 1.277  0.065
Br: -4.460 -2.461 -4.098  0.795
C: -2.991 -1.678 -3.223  -0.686
C: -2.149 -2.478 -2.461  -0.115
C: -1.065 -1.905 -1.818  -0.091
C: -0.846 -0.530 -1.923  -0.242
C: -1.687 0.261 -2.705  -0.100
C: -2.769 -0.315 -3.356  -0.115
H: -2.336 -3.541 -2.380  0.109
H: -0.402 -2.534 -1.239  0.102
H: -1.516 1.325 -2.809  0.094
H: -3.432 0.290 -3.960  0.109
S: 2.218 2.092 -0.867  0.738
C: 0.781 3.066 -0.749  -0.796
N: 0.791 4.402 -0.881  0.062
C: -0.419 5.131 -0.850  -0.065
C: -1.580 4.431 -0.677  -0.081
C: -1.552 3.052 -0.525  -0.136
N: -0.316 2.389 -0.555  -0.117
H: 1.671 4.869 -1.028  0.144
H: -0.347 6.197 -0.982  0.115
H: -2.524 4.955 -0.657  0.115
H: -2.436 2.452 -0.376  0.102

## Properties
- 2S+1: 5
- Highest occupied orbital energy (spin up / spin down): -0.3371 / -0.4240 Eh
- Frontier orbital gap (spin up / spin down): 5.823 / 5.594 eV
- Total charge: +1
- Relative energy (zero: lowest compared OMol25 entry of this formula, charge and spin): 0.0 kJ/mol



[5]
Density functional theory data (ωB97M-V/def2-TZVPD) for a molecular structure, C16H48AlFO8 in a non-equilibrium geometry.

Last column: Löwdin charge in e.
Element x y z (Å)
Al: -0.742 -1.059 5.041  0.991
F: -0.305 0.150 0.404  -0.377
C: 2.255 -3.686 -3.153  -0.063
C: 1.004 -3.183 -3.834  -0.313
O: -0.003 -3.200 -2.892  0.004
H: 3.176 -3.371 -3.643  0.085
H: 2.215 -4.771 -3.058  0.088
H: 2.313 -3.233 -2.163  0.074
H: 0.739 -3.937 -4.576  0.124
H: 1.076 -2.220 -4.340  0.127
H: 0.127 -2.471 -2.281  0.102
C: -7.613 -3.108 2.022  -0.094
C: -7.410 -1.755 2.648  -0.264
O: -6.022 -1.352 2.439  -0.075
H: -7.327 -3.163 0.971  0.074
H: -8.621 -3.520 2.005  0.082
H: -7.007 -3.860 2.528  0.077
H: -7.655 -1.782 3.710  0.118
H: -7.936 -0.977 2.095  0.115
H: -5.971 -1.040 1.532  0.077
C: -2.453 -7.955 0.726  -0.076
C: -1.335 -7.175 1.438  -0.292
O: -1.689 -5.805 1.353  -0.052
H: -2.467 -7.766 -0.347  0.074
H: -3.420 -7.698 1.160  0.078
H: -2.359 -9.035 0.841  0.079
H: -0.345 -7.388 1.035  0.114
H: -1.308 -7.479 2.485  0.113
H: -1.585 -5.515 0.444  0.088
C: 4.274 4.616 3.716  -0.064
C: 2.720 4.611 3.720  -0.265
O: 2.412 3.932 4.951  -0.068
H: 4.627 5.106 4.623  0.078
H: 4.625 5.135 2.824  0.077
H: 4.619 3.586 3.800  0.074
H: 2.169 4.130 2.912  0.110
H: 2.361 5.638 3.784  0.110
H: 2.428 4.587 5.652  0.091
C: -0.569 7.493 -1.751  -0.069
C: -1.587 6.591 -1.074  -0.312
O: -1.603 6.901 0.267  -0.005
H: -0.510 7.308 -2.823  0.083
H: 0.392 7.432 -1.240  0.082
H: -0.821 8.553 -1.704  0.080
H: -1.233 5.561 -1.121  0.120
H: -2.581 6.735 -1.499  0.126
H: -2.120 7.679 0.487  0.112
C: 6.084 2.730 -2.633  -0.069
C: 4.589 2.562 -2.336  -0.301
O: 4.507 1.737 -1.207  -0.022
H: 6.548 3.109 -1.723  0.080
H: 6.185 3.475 -3.422  0.079
H: 6.601 1.840 -2.992  0.081
H: 4.088 2.105 -3.189  0.121
H: 4.139 3.529 -2.111  0.124
H: 3.590 1.469 -1.111  0.094
C: 6.975 -2.448 2.199  -0.085
C: 5.608 -2.937 2.719  -0.274
O: 4.724 -1.815 2.768  -0.064
H: 7.686 -3.273 2.149  0.080
H: 7.465 -1.758 2.887  0.078
H: 6.969 -1.883 1.267  0.075
H: 5.731 -3.336 3.726  0.117
H: 5.205 -3.673 2.023  0.112
H: 5.031 -1.226 2.074  0.073
C: -6.611 1.394 -3.884  -0.047
C: -5.115 1.228 -3.483  -0.292
O: -4.866 1.231 -2.112  0.007
H: -7.153 0.549 -3.461  0.078
H: -6.733 1.356 -4.967  0.082
H: -7.022 2.330 -3.506  0.080
H: -4.527 2.042 -3.906  0.126
H: -4.704 0.321 -3.926  0.126
H: -3.928 1.104 -1.953  0.104

## Properties
- Highest occupied orbital energy: -0.5122 Eh
- Frontier orbital gap: 1.669 eV
- Total charge: +2
- Relative energy (zero: lowest compared OMol25 entry of this formula, charge and spin): 626.9 kJ/mol



[6]
Density functional theory data (ωB97M-V/def2-TZVPD) for 2 unconnected molecules or ions with the total composition C4H14NOS in a non-equilibrium geometry.

Last column: Löwdin charge in e.
Element x y z (Å)
C: -1.625 0.692 1.883  -0.060
C: -1.070 0.168 0.615  -0.316
C: -0.658 -1.289 0.626  -0.209
C: 0.415 -1.685 -0.480  -0.444
S: -0.366 -1.229 -2.192  0.660
N: 0.375 0.996 0.553  0.191
H: -2.614 0.302 2.182  0.118
H: -0.816 0.530 2.593  0.092
H: -1.818 1.747 1.782  0.088
H: -1.597 0.551 -0.271  0.141
H: -1.628 -1.814 0.383  0.149
H: -0.187 -1.567 1.556  0.120
H: 1.450 -1.217 -0.415  0.087
H: 0.585 -2.725 -0.516  0.052
H: 0.051 -2.242 -3.061  -0.104
H: 0.138 1.861 -0.003  0.173
H: 0.940 1.227 1.430  0.204
H: 0.735 0.402 -0.175  0.040
H: 3.297 1.866 -2.278  0.083
H: 1.904 2.060 -2.241  0.015
O: 2.491 1.366 -1.972  -0.077

## Properties
- Highest occupied orbital energy: -0.4693 Eh
- Frontier orbital gap: 9.486 eV
- Total charge: +1
- Relative energy (zero: lowest compared OMol25 entry of this formula, charge and spin): 184.0 kJ/mol